# 1
Below is a molecular structure, C28H26F9N7O2S2 at a distorted geometry, with properties calculated with ωB97M-V/def2-TZVPD.

Structure (XYZ):
```
74
Properties=species:S:1:pos:R:3
C 1.3627 0.6118 0.5755
C 1.3993 0.3798 -0.9116
C 2.3205 -0.5207 -1.4417
C 2.3891 -0.7555 -2.8091
C 1.5346 -0.0705 -3.6573
C 0.6063 0.8283 -3.1405
C 0.5313 1.0640 -1.7749
C -0.4446 2.0582 -1.1649
C -1.2027 2.8643 -2.1749
C -2.3963 2.5378 -2.7701
S -3.1428 1.0238 -2.2142
O -2.3611 -0.0736 -2.7002
O -3.4045 1.0423 -0.8028
C -4.8102 0.8029 -3.0528
F -4.5713 0.1565 -4.2005
F -5.4539 1.9421 -3.3555
C -5.7453 -0.0990 -2.1980
F -6.6781 -0.5912 -3.0375
F -5.0542 -1.1388 -1.7334
C -6.4688 0.6266 -1.0045
F -6.2577 -0.0817 0.1125
F -5.9944 1.8608 -0.8088
C -8.0120 0.7342 -1.1689
F -8.5876 -0.4411 -0.9965
F -8.4613 1.5534 -0.2223
F -8.3495 1.2475 -2.3411
C -2.9960 3.3711 -3.7704
C -2.4445 4.5473 -4.1674
C -1.2335 4.9613 -3.5585
N -0.5483 6.0841 -3.7839
S 0.7444 6.0022 -2.8303
N 0.5148 4.6051 -2.1122
C -0.6338 4.1054 -2.5863
H 1.3329 1.6787 0.8109
H 0.4838 0.1589 1.0311
H 2.2657 0.2131 1.0254
H 2.9947 -1.0349 -0.7699
H 3.1097 -1.4742 -3.1734
H 1.6021 -0.2482 -4.7231
H -0.0495 1.3555 -3.8221
H 0.1550 2.7569 -0.5814
H -1.1018 1.5485 -0.4608
H -3.9118 3.0745 -4.2450
H -2.9380 5.1520 -4.9137
C 2.5744 0.5515 4.6222
C 3.3050 1.2687 3.5872
N 3.8613 1.8347 2.7591
H 2.8906 0.8987 5.6040
H 1.5073 0.7324 4.4997
H 2.7685 -0.5151 4.5425
C 6.6598 0.1996 1.2973
C 5.7259 -0.9116 1.4137
N 4.9782 -1.7781 1.5074
H 6.5038 0.7105 0.3493
H 6.4884 0.9035 2.1093
H 7.6829 -0.1692 1.3429
C 3.1273 -5.2718 -0.1059
C 3.6654 -4.1285 -0.8282
N 4.0898 -3.2129 -1.3737
H 3.5395 -5.2901 0.9020
H 2.0423 -5.1942 -0.0531
H 3.3930 -6.1950 -0.6172
C 0.8051 -4.4366 3.1238
C 1.0278 -3.0784 2.6405
N 1.2036 -2.0153 2.2423
H 1.4119 -5.1365 2.5533
H 1.0830 -4.5092 4.1733
H -0.2445 -4.7023 3.0123
C 1.1684 -2.6268 7.1350
C 2.5556 -2.2458 6.8934
N 3.6444 -1.9330 6.7031
H 1.1074 -3.2602 8.0176
H 0.5629 -1.7366 7.2936
H 0.7776 -3.1717 6.2783
```

* HOMO-LUMO gap: 7.25 eV
* F_max: 0.027 Eh/bohr
* LUMO level: -0.93 eV
* total energy: -3311.438495 Eh
* spin multiplicity: 1

# 2
Below is C6H9N in the gas phase at a distorted geometry, with properties calculated with ωB97M-V/def2-TZVPD.

Structure (XYZ):
```
16
Properties=species:S:1:pos:R:3
C -1.6085 -0.1246 0.9634
C -0.9724 0.6690 -0.1549
C -0.9539 -0.8350 -0.2386
C 0.6238 -1.0531 -0.5050
C 1.2856 -0.0402 0.5438
C 0.5714 1.0224 -0.3780
N 0.8456 0.1909 -1.4513
H -2.6703 -0.1738 1.0445
H -1.0864 -0.2038 1.9501
H -1.8046 1.1535 -0.6447
H -1.6040 -1.2651 -0.9541
H 1.2093 -1.9257 -0.7233
H 2.3620 0.1546 0.6274
H 0.9007 -0.0085 1.6833
H 1.0792 2.0388 -0.3236
H 1.8225 0.4006 -1.4390
```

* HOMO-LUMO gap: 9.74 eV
* F_max: 0.098 Eh/bohr
* structure (SMILES): C1[C@@H]2[C@H]1[C@@H]1C[C@H]2N1
* LUMO level: 1.10 eV
* total energy: -288.615758 Eh
* spin multiplicity: 1
* energy above the lowest of the compared OMol25 structures with the same formula, charge and spin: 4.525 eV

# 3
Below is a molecular structure, C3H9N4 at a distorted geometry, with properties calculated with ωB97M-V/def2-TZVPD.

Structure (XYZ):
```
16
Properties=species:S:1:pos:R:3
C -0.8233 1.4695 0.8001
C 0.6258 1.3884 1.1643
C -0.5336 -0.6738 0.2677
N -1.3883 0.4505 0.3522
N 0.8637 -0.3403 0.3015
N -0.9434 -1.5225 -0.9895
N 1.5646 -0.1690 -0.8685
H -1.3812 2.3362 0.9682
H 1.3531 2.1160 0.8762
H 0.6593 0.9349 2.0919
H -0.7612 -1.2542 1.2064
H -1.6977 -2.2122 -0.9800
H -1.2179 -0.8094 -1.7182
H 1.2053 0.5694 -1.4958
H -0.1466 -2.0668 -1.2840
H 2.6216 -0.2166 -0.6925
```

* HOMO-LUMO gap: 9.54 eV
* F_max: 0.093 Eh/bohr
* total charge: +1
* LUMO level: -3.52 eV
* total energy: -338.362149 Eh
* spin multiplicity: 1
* energy above the lowest of the compared OMol25 structures with the same formula, charge and spin: 4.318 eV

# 4
Below is a molecular structure, C18H35ClLaNO2P2Si at a distorted geometry, with properties calculated with ωB97M-V/def2-TZVPD.

Structure (XYZ):
```
61
Properties=species:S:1:pos:R:3
C 0.8324 -0.0034 -5.3137
C 1.1038 -0.0552 -3.8813
H 1.8334 0.1025 -5.7413
H 0.1951 0.8811 -5.5220
H 0.3128 -0.9144 -5.6709
O 1.9678 -0.2480 -3.0572
Cl -1.7380 -0.1891 -2.7029
La 0.3036 -0.0783 -1.2527
P 0.6206 2.9250 -1.0054
C 1.8381 4.1191 -0.3768
C 0.6179 3.3563 -2.7883
H 0.5098 4.4483 -2.8777
H -0.9246 4.7890 -0.7653
H -0.2220 2.8775 -3.3177
H -1.7988 3.2319 -0.9136
H 2.8525 3.8091 -0.6562
H 1.5678 3.0514 -3.2533
C -0.9373 3.7354 -0.4613
H 1.6355 5.1205 -0.7854
H -1.0145 3.6550 0.6299
H 1.7668 4.1510 0.7197
P 0.8198 -2.9791 -0.6315
C 2.1459 -3.9347 0.2017
C -0.6635 -3.7789 0.1038
H 0.0978 -3.3189 -2.9438
H 0.6743 -4.8409 -2.2077
H 1.8549 -3.5969 -2.7275
C 0.8613 -3.7628 -2.2910
H -1.5494 -3.5154 -0.4870
H -0.5398 -4.8704 0.0969
H 1.9392 -5.0100 0.1459
H 2.2254 -3.6236 1.2479
H -0.8067 -3.4103 1.1293
H 3.0949 -3.7204 -0.3012
C 2.9020 1.1615 -0.8996
O 4.0072 1.4394 -1.1699
C 2.2257 -0.6242 2.0573
Si 0.4512 -0.2521 2.6129
C -0.0333 -1.6587 3.7934
C 0.5243 1.3495 3.6085
N -0.6146 -0.1580 1.2415
C -1.9740 -0.0090 1.4215
C -2.8644 -0.1304 0.2957
C -4.2206 0.1810 0.3896
C -4.7791 0.5606 1.5979
C -3.9883 0.6311 2.7441
C -2.6276 0.3204 2.6740
H 2.8102 -0.9045 2.9425
H 2.6911 0.2544 1.6044
H 2.2779 -1.4498 1.3441
H 0.6095 -1.6976 4.6860
H -1.0681 -1.5596 4.1437
H 0.0541 -2.6295 3.2898
H 1.1546 2.0884 3.0979
H -0.4664 1.7951 3.7554
H 0.9630 1.1850 4.6032
H -2.4317 -0.4612 -0.6502
H -4.8128 0.0920 -0.5028
H -5.8182 0.7914 1.6546
H -4.4191 0.9102 3.7078
H -2.0295 0.3724 3.6145
```

* HOMO-LUMO gap (spin up / spin down): 6.79 / 7.28 eV
* F_max: 0.122 Eh/bohr
* total charge: +2
* LUMO level (spin up / spin down): -7.93 / -6.96 eV
* total energy: -2375.623103 Eh
* spin multiplicity: 1